# 1
Entry from OMol25: a cluster of 2 separate species, C6H15NO in total (ωB97M-V with the def2-TZVPD basis set).

multiplicity	2
orbital gap (alpha / beta)	2.172 / 8.912	eV
energy relative to the best compared isomer or geometry (same formula, charge and spin)	43.4	kcal/mol
HOMO level (alpha / beta)	1.17 / -5.64	eV
charge	-1

```
23
Properties=species:S:1:pos:R:3:forces:R:3
C 1.651 1.271 0.373 -0.335 0.665 0.580
C 0.096 1.135 0.499 -0.320 -0.484 -0.482
C -0.449 -0.282 0.219 1.202 0.784 -0.293
C -0.077 -0.674 -1.000 -0.894 -1.925 -0.391
C -1.231 -1.119 1.223 0.166 0.131 -0.684
C -1.309 -0.540 2.634 0.740 0.179 -0.117
N 2.162 1.354 1.739 0.496 -1.214 -0.330
H 2.015 2.203 -0.151 -0.843 -0.897 -0.108
H 2.089 0.373 -0.111 -0.440 0.626 0.093
H -0.201 1.512 1.476 -0.055 0.180 -0.070
H -0.453 1.693 -0.254 0.274 0.730 -0.118
H 0.260 -0.024 -1.778 0.640 0.733 -0.017
H -0.157 -1.692 -1.417 -0.460 0.347 0.586
H -0.717 -2.086 1.147 -0.406 -0.023 0.562
H -2.254 -1.270 0.849 0.245 -0.052 -0.089
H -1.243 -1.319 3.388 -0.420 -0.045 0.166
H -0.427 0.076 2.778 0.282 -0.032 0.278
H -2.145 0.151 2.806 -0.070 -0.483 -0.131
H 1.567 1.708 2.460 0.128 0.449 -0.034
H 3.139 1.573 1.760 0.059 0.334 0.552
H -0.205 -1.019 -5.764 -0.113 -0.032 0.095
H -1.504 -1.331 -6.534 0.748 -0.215 0.297
O -0.607 -1.692 -6.343 -0.625 0.243 -0.347
```
Positions in Å, forces in eV/Å.

# 2
Entry from OMol25: a structure of composition C14H11F6IN2O3 (ωB97M-V with the def2-TZVPD basis set).

orbital gap	4.003	eV
HOMO level	-6.27	eV
charge	0

```
37
Properties=species:S:1:pos:R:3:forces:R:3
C 4.293 -2.141 2.117 -0.786 -0.909 0.420
C 3.235 -2.298 1.572 -0.260 -0.929 0.615
C 1.955 -2.512 0.909 0.446 0.497 -0.158
C 1.992 -1.990 -0.559 -0.842 -0.847 0.152
C 0.920 -0.925 -0.845 0.408 -0.077 0.060
C 1.423 0.486 -0.648 0.843 -0.109 -0.059
C 2.779 0.784 -0.446 -0.351 0.263 -0.434
C 3.143 2.098 -0.267 -0.773 -0.129 -0.146
C 2.115 3.067 -0.268 1.087 0.182 0.032
N 0.851 2.801 -0.455 0.002 0.170 0.087
N 0.576 1.524 -0.652 -0.587 -0.767 0.154
C -0.842 1.255 -0.901 -0.716 0.175 0.224
O -1.247 0.885 -1.945 0.354 -0.113 -0.384
C -1.862 1.525 0.237 0.364 0.708 0.027
F -1.267 1.785 1.408 0.280 -0.320 -0.123
F -2.509 2.656 -0.126 -0.139 -0.164 -0.054
C -2.896 0.362 0.432 -0.690 -0.232 1.053
F -2.465 -0.807 -0.086 0.290 0.315 -0.355
F -3.031 0.164 1.757 0.114 0.235 -0.053
C -4.315 0.649 -0.121 -0.875 -0.772 -0.955
F -4.944 1.625 0.550 0.398 0.241 -0.015
F -4.211 0.958 -1.432 0.220 0.469 0.203
C -5.218 -0.617 -0.042 -0.452 -0.886 0.419
O -5.138 -1.425 0.831 0.532 0.106 0.210
O -6.121 -0.733 -1.034 0.813 0.722 -0.569
H 5.188 -2.019 2.668 -0.027 -0.252 0.074
H 1.180 -2.006 1.497 -0.015 0.038 -0.139
H 1.677 -3.568 0.905 0.128 0.030 0.053
H 1.736 -2.853 -1.179 0.059 0.167 -0.148
H 2.999 -1.706 -0.850 -0.072 0.053 0.036
H 0.540 -1.079 -1.857 -0.038 0.400 0.010
H 0.085 -1.101 -0.158 -0.065 0.060 -0.157
H 3.553 0.024 -0.440 -0.081 0.085 0.120
H 4.182 2.368 -0.120 0.014 -0.118 0.058
H 2.421 4.096 -0.128 -0.553 0.096 0.001
H -6.142 -1.666 -1.288 -0.457 -0.106 0.268
I 5.494 0.102 1.119 1.425 1.717 -0.523
```
Positions in Å, forces in eV/Å.

# 3
Entry from OMol25: the molecule C3HN3O2 (ωB97M-V with the def2-TZVPD basis set).

orbital gap	6.843	eV
SMILES	O=C=C=C/N=N\N=O
energy relative to the best compared isomer or geometry (same formula, charge and spin)	154.5	kcal/mol
HOMO level	-9.23	eV
charge	0

```
9
Properties=species:S:1:pos:R:3:forces:R:3
O -3.060 -2.158 0.022 1.327 0.676 0.463
C -2.051 -1.555 0.136 -0.836 -0.308 -0.581
C -0.872 -1.015 0.129 -1.861 -0.396 0.389
C -0.101 0.066 0.003 -2.376 -0.734 -0.174
N -0.520 1.312 -0.061 0.573 2.493 0.257
N -1.730 1.651 0.053 0.145 -0.392 0.073
N -2.731 0.978 -0.040 -1.038 -0.299 -0.190
O -3.907 1.059 -0.152 0.304 -0.490 0.287
H 0.819 0.048 -0.393 3.762 -0.550 -0.525
```
Positions in Å, forces in eV/Å.

# 4
Entry from OMol25: the molecule C16H18O6 (ωB97M-V with the def2-TZVPD basis set).

orbital gap	8.492	eV
SMILES	COC1=CC[C@@H](OC)C=C1COc1ccc(O)c(C(=O)O)c1
energy relative to the best compared isomer or geometry (same formula, charge and spin)	28.6	kcal/mol
HOMO level	-8.30	eV
charge	0

```
40
Properties=species:S:1:pos:R:3:forces:R:3
C -2.076 -0.501 2.067 0.346 0.951 0.300
O -1.957 0.628 1.138 -0.340 -1.897 0.619
C -0.961 1.503 1.452 -0.922 2.416 2.217
C -1.159 2.395 2.493 0.449 -1.419 -2.368
C -0.347 3.643 2.616 0.438 -1.442 1.180
C 1.067 3.470 2.060 0.002 0.682 -0.357
O 2.031 3.132 3.074 0.534 -0.684 -0.402
C 2.072 1.751 3.531 -0.805 0.513 -0.412
C 1.106 2.606 0.808 -1.302 -0.845 0.908
C 0.152 1.669 0.533 1.701 0.926 -0.090
C 0.274 0.842 -0.714 0.416 -0.215 -0.365
O 0.835 -0.468 -0.382 -1.256 0.088 -0.575
C 0.444 -1.525 -1.192 0.042 0.197 -1.628
C 0.305 -2.754 -0.599 -0.422 -1.305 0.103
C -0.044 -3.915 -1.313 0.348 1.483 0.809
C -0.227 -3.818 -2.675 0.015 -1.005 -1.272
O -0.519 -4.953 -3.335 -0.152 -0.415 -0.182
C -0.057 -2.613 -3.373 0.226 1.253 0.959
C -0.302 -2.455 -4.823 -1.460 -1.662 -0.336
O -0.820 -3.369 -5.489 1.188 1.428 0.623
O -0.052 -1.244 -5.355 0.114 -0.578 0.094
C 0.252 -1.486 -2.604 0.251 1.085 1.099
H -2.854 -1.184 1.740 -0.133 0.307 -0.205
H -1.135 -1.027 2.087 0.423 -0.308 -0.129
H -2.256 -0.171 3.119 -0.149 0.020 -0.861
H -2.009 2.251 3.130 -0.399 -0.007 0.156
H -0.287 3.876 3.694 0.185 0.340 -0.436
H -0.853 4.453 2.113 -0.241 0.356 -0.228
H 1.344 4.478 1.691 0.380 -0.423 0.538
H 1.083 1.552 3.941 0.012 -0.323 0.414
H 2.852 1.610 4.305 -0.421 0.477 -0.577
H 2.207 1.016 2.721 0.236 0.423 0.058
H 1.945 2.792 0.173 0.367 -0.224 -0.493
H -0.705 0.795 -1.233 0.500 -0.450 0.280
H 1.017 1.297 -1.384 -0.349 0.190 0.071
H 0.428 -2.834 0.466 0.112 0.050 0.331
H -0.187 -4.844 -0.777 0.031 -0.028 -0.289
H -0.637 -4.754 -4.284 -0.113 0.125 0.159
H -0.262 -1.315 -6.302 -0.034 0.005 0.202
H 0.293 -0.530 -3.119 0.184 -0.089 0.087
```
Positions in Å, forces in eV/Å.

# 5
Entry from OMol25: the ion C32H52N4O4 with charge +2 (ωB97M-V with the def2-TZVPD basis set).

orbital gap	9.752	eV
energy relative to the best compared isomer or geometry (same formula, charge and spin)	3.2	kcal/mol
HOMO level	-12.79	eV
charge	+2

```
92
Properties=species:S:1:pos:R:3:forces:R:3
C 3.816 1.112 3.187 0.177 0.276 0.112
N 3.791 -0.333 3.271 -0.096 -0.096 -0.028
C 4.669 -0.939 4.076 0.121 0.144 0.129
O 5.460 -0.379 4.803 0.160 -0.056 0.162
O 4.557 -2.313 3.978 -0.195 0.068 -0.255
C 5.350 -3.189 4.649 0.433 -0.355 0.386
C 6.493 -2.844 5.360 0.099 0.283 0.028
C 7.237 -3.821 6.008 -0.767 -0.397 -0.507
C 6.860 -5.149 5.938 0.256 0.020 0.178
C 5.723 -5.490 5.214 0.006 0.127 -0.009
C 4.969 -4.531 4.576 0.006 0.317 -0.030
H 4.085 -4.794 4.018 -0.118 -0.041 -0.074
H 5.430 -6.526 5.158 -0.029 -0.100 -0.007
H 7.407 -5.939 6.422 0.100 -0.062 0.081
N 8.434 -3.367 6.768 -0.241 -0.095 -0.154
C 9.160 -4.480 7.408 0.423 -0.742 0.387
H 10.021 -4.086 7.946 -0.096 0.139 -0.083
H 8.517 -4.995 8.119 -0.065 0.091 -0.084
H 9.516 -5.184 6.658 -0.089 0.095 -0.046
C 9.365 -2.686 5.843 0.678 0.492 -0.647
H 9.648 -3.368 5.043 -0.094 -0.064 0.098
H 8.900 -1.808 5.404 -0.093 -0.085 0.104
H 10.260 -2.375 6.380 -0.079 -0.062 0.133
C 8.000 -2.432 7.828 -0.293 0.678 0.768
H 7.303 -2.935 8.496 0.046 -0.093 -0.109
H 7.503 -1.564 7.400 0.057 -0.110 -0.114
H 8.863 -2.094 8.401 0.088 -0.093 -0.102
H 6.758 -1.801 5.399 0.017 -0.010 0.015
C 2.885 -1.058 2.394 -0.237 -0.566 -0.062
H 2.529 -0.347 1.651 0.082 -0.019 -0.019
H 3.447 -1.845 1.881 -0.085 0.164 -0.072
C 1.705 -1.701 3.132 0.051 0.276 0.014
C 0.708 -0.718 3.757 -0.182 -0.255 -0.129
C -0.463 -0.328 2.851 0.273 0.133 0.012
C -0.081 0.505 1.629 -0.309 0.071 0.123
C -1.291 1.146 0.942 0.165 -0.302 -0.176
C -2.192 0.130 0.242 -0.153 0.256 0.131
C -3.490 0.737 -0.296 0.155 0.049 -0.065
C -3.315 1.828 -1.353 0.031 -0.281 -0.016
H -4.301 2.223 -1.609 0.023 0.072 -0.024
H -2.727 2.650 -0.944 -0.006 0.118 -0.022
C -2.657 1.309 -2.634 -0.307 -0.087 0.379
N -2.591 2.329 -3.664 -0.043 -0.157 -0.006
C -3.589 2.587 -4.516 0.069 0.120 -0.136
O -3.586 3.447 -5.366 -0.147 0.148 -0.143
O -4.653 1.728 -4.305 0.194 -0.162 0.222
C -5.779 1.751 -5.068 -0.586 0.050 -0.285
C -5.833 2.272 -6.360 0.203 0.144 -0.205
C -7.028 2.258 -7.059 0.067 -0.443 0.871
C -8.163 1.693 -6.494 -0.071 0.059 -0.166
C -8.093 1.147 -5.222 0.049 0.084 -0.156
C -6.916 1.178 -4.503 0.442 0.153 -0.041
H -6.858 0.769 -3.508 0.009 -0.050 0.134
H -8.975 0.705 -4.788 -0.089 -0.042 0.038
H -9.107 1.664 -7.012 -0.105 0.016 -0.087
N -7.121 2.857 -8.418 0.001 -0.129 0.267
C -5.838 3.407 -8.897 0.860 0.344 -0.253
H -5.090 2.620 -8.973 -0.113 -0.038 0.068
H -5.982 3.841 -9.886 -0.168 -0.075 0.058
H -5.479 4.186 -8.227 -0.110 -0.075 0.051
C -7.558 1.820 -9.376 -0.306 -0.722 -0.695
H -6.848 0.994 -9.369 0.038 0.110 0.096
H -8.539 1.434 -9.112 0.055 0.120 0.103
H -7.607 2.238 -10.381 0.037 0.139 0.077
C -8.102 3.962 -8.380 -0.695 0.803 0.001
H -8.179 4.426 -9.362 0.104 -0.116 -0.045
H -7.778 4.710 -7.657 0.092 -0.115 -0.006
H -9.084 3.600 -8.088 0.118 -0.122 -0.010
H -4.931 2.700 -6.757 -0.025 0.016 -0.042
C -1.427 3.188 -3.674 0.124 0.210 -0.178
H -1.547 3.930 -4.459 0.077 -0.036 0.096
H -0.531 2.597 -3.869 0.006 0.015 0.020
H -1.321 3.695 -2.714 0.020 0.003 0.020
H -3.219 0.454 -3.015 0.165 0.004 0.074
H -1.632 0.992 -2.433 -0.027 -0.059 -0.073
H -4.098 -0.066 -0.719 -0.114 -0.008 0.026
H -4.046 1.163 0.542 -0.080 -0.060 0.020
H -2.470 -0.648 0.955 0.041 -0.111 -0.038
H -1.639 -0.353 -0.566 0.074 -0.116 -0.007
H -1.876 1.693 1.685 -0.027 0.112 0.026
H -0.924 1.870 0.211 -0.048 0.119 -0.001
H 0.445 -0.116 0.901 0.137 0.016 -0.066
H 0.591 1.307 1.945 0.134 -0.013 -0.017
H -0.971 -1.240 2.532 -0.098 -0.042 0.043
H -1.170 0.248 3.452 -0.105 -0.013 -0.010
H 1.229 0.179 4.094 0.021 0.081 0.117
H 0.282 -1.188 4.645 0.059 0.075 0.057
H 2.112 -2.341 3.915 -0.008 -0.070 -0.086
H 1.179 -2.345 2.425 -0.022 -0.117 -0.031
H 4.517 1.491 3.927 -0.091 0.039 -0.092
H 2.828 1.524 3.385 -0.005 -0.001 -0.024
H 4.141 1.426 2.193 -0.023 0.014 0.005
```
Positions in Å, forces in eV/Å.

In the order shown, the computed max |F| values come out to 2.16; 2.29; 3.84; 3.41; 1.07 eV Å⁻¹.
In the order shown, the computed E_tot values come out to -10000.02845; -48219.23523; -11684.74166; -29166.83599; -48166.00074 eV.